Record 1
This record from OMol25 describes 3 unconnected molecules or ions with the total composition C4H14NO2S. The level of theory is the ωB97M-V functional and the def2-TZVPD basis.

E = -764.25180 Ha
Charge = -1
HOMO level = -3.119 eV
Strongest force on any atom = 1.6 eV Å⁻¹
Gap between HOMO and LUMO = 6.57 eV
LUMO = 3.454 eV

```
22
Properties=species:S:1:pos:R:3:forces:R:3:lowdin_charge:R:1
C 0.283367 -0.026350 1.202350 -0.45 0.70 0.04 -0.302
C 1.531326 0.692317 0.666927 0.23 -0.52 0.52 -0.744
S 2.700731 -0.484028 -0.088768 0.17 -0.02 -0.11 0.276
C -0.857771 0.925936 1.592377 0.35 1.50 -0.25 -0.274
N -2.263937 0.551185 1.478926 0.04 0.08 -0.06 -0.142
C -2.606655 0.000568 0.192434 -0.52 -0.15 -0.71 -0.170
H -0.089630 -0.682480 0.418218 0.20 -0.44 0.20 0.072
H 0.623285 -0.531480 2.106179 -0.19 -0.72 -0.30 0.092
H 2.036791 1.110892 1.544552 -0.02 0.33 -0.17 0.033
H 1.303432 1.517920 -0.012596 -0.25 -0.01 -0.02 0.031
H -0.682411 1.371180 2.574919 -0.12 -0.31 0.25 0.105
H -0.753954 1.818728 0.946131 -0.08 -0.26 -0.08 0.103
H -2.630097 -0.003460 2.238564 0.29 -0.15 -0.01 0.090
H -2.156110 0.570753 -0.622976 0.42 0.09 0.23 0.081
H -3.674373 0.103003 -0.045964 -0.02 -0.20 0.48 0.066
H -2.318489 -1.047230 0.041391 -0.01 0.01 -0.02 0.069
H 1.213144 1.112580 -2.346413 0.34 -0.29 -0.71 0.009
H 2.167442 0.056645 -2.777343 -0.04 -0.07 0.04 -0.029
O 1.590869 0.733898 -3.168154 -0.33 0.34 0.73 -0.126
H 0.828964 -2.859623 -2.172361 -0.28 -0.05 -0.15 0.004
H 1.992122 -2.239827 -1.464303 0.21 0.40 -0.09 -0.107
O 1.761952 -2.691121 -2.304099 0.08 -0.25 0.18 -0.139
```
Positions in Å, forces in eV/Å.

=====

Record 2
This record from OMol25 describes 3 unconnected molecules or ions with the total composition C4H14NO2S. The level of theory is the ωB97M-V functional and the def2-TZVPD basis.

E = -764.24591 Ha
Charge = -1
HOMO level = -2.764 eV
Strongest force on any atom = 2.3 eV Å⁻¹
Gap between HOMO and LUMO = 5.69 eV
LUMO = 2.924 eV

```
22
Properties=species:S:1:pos:R:3:forces:R:3:lowdin_charge:R:1
C -1.679787 1.504633 -0.789348 -0.02 -1.09 0.28 -0.296
N -1.052910 0.170817 -0.579853 -0.52 1.37 0.10 -0.107
C -0.705378 -0.534008 -1.801853 1.62 -0.91 1.37 -0.362
C 0.119911 -1.796371 -1.398457 0.59 1.57 -0.46 -0.730
S 1.907577 -1.431670 -1.186961 0.03 0.33 0.16 0.124
C -0.701603 2.660033 -0.935091 0.14 0.03 0.09 -0.112
H -2.330688 1.591065 0.087823 -0.19 0.64 -0.26 0.091
H -2.285071 1.432479 -1.693319 -0.26 0.01 0.06 0.094
H -0.246835 0.374983 0.007832 0.29 -0.62 -0.32 0.066
H -1.614361 -0.904153 -2.248914 -0.50 0.33 -0.54 0.089
H -0.023698 0.030112 -2.451351 -0.50 0.11 -0.41 0.076
H -0.227714 -2.079882 -0.413149 -0.52 -0.81 -0.21 0.019
H 0.018577 -2.484704 -2.234516 -0.19 -0.60 0.43 0.022
H -0.255576 2.936212 0.017610 0.18 -0.21 0.13 0.054
H -1.174882 3.575461 -1.305937 -0.03 -0.17 -0.22 0.058
H 0.107274 2.339609 -1.602950 -0.11 0.28 0.02 0.073
H -2.038985 -0.483456 4.747779 0.01 0.00 -0.07 0.033
H -0.829809 -1.059883 5.476404 -0.24 0.05 -0.02 0.036
O -1.763096 -0.839451 5.597165 0.23 -0.05 0.06 -0.069
H 1.993215 0.887956 0.248943 0.03 -0.23 -0.25 -0.057
H 2.038074 0.856159 1.746754 0.01 0.13 -0.15 0.022
O 1.959498 1.485592 1.017909 -0.04 -0.17 0.24 -0.124
```
Positions in Å, forces in eV/Å.

=====

Record 3
This record from OMol25 describes 3 unconnected molecules or ions with the total composition C4H14NO3. The level of theory is the ωB97M-V functional and the def2-TZVPD basis.

E = -441.30214 Ha
Charge = -1
HOMO level = -4.748 eV
Strongest force on any atom = 1.0 eV Å⁻¹
Gap between HOMO and LUMO = 8.54 eV
LUMO = 3.794 eV

```
22
Properties=species:S:1:pos:R:3:forces:R:3:lowdin_charge:R:1
C -2.211319 0.839682 -1.989224 0.35 0.15 0.17 -0.097
C -1.183763 0.260298 -1.030447 -0.08 -0.52 0.18 -0.457
C -0.277678 1.302764 -0.355328 -0.34 0.12 0.20 -0.148
C -0.280423 1.236577 1.195797 1.00 0.30 -0.04 -0.330
O 0.996450 0.933915 1.686939 -0.50 -0.56 -0.03 -0.203
N -0.431759 -0.850606 -1.696032 0.04 0.48 0.57 0.029
H -2.919313 1.503387 -1.487015 0.19 0.17 0.03 0.069
H -2.778618 0.032242 -2.416061 -0.24 -0.38 -0.35 0.054
H -1.691716 1.371861 -2.784199 -0.12 0.17 -0.19 0.068
H -1.741696 -0.236704 -0.232477 -0.10 0.06 0.01 0.116
H -0.488987 2.327942 -0.685323 -0.28 -0.12 -0.07 0.098
H 0.756532 1.130843 -0.632484 0.24 -0.11 -0.09 0.100
H -1.008421 0.485635 1.532523 -0.16 0.09 0.01 0.098
H -0.542430 2.215525 1.608484 -0.38 0.05 0.00 0.090
H -0.198321 -1.501517 -0.948325 -0.08 -0.16 -0.01 0.056
H 0.487234 -0.470736 -1.888395 0.13 0.01 -0.43 0.051
H 2.554335 -2.221235 1.359993 0.42 -0.36 0.45 -0.037
H 4.115736 -2.154057 1.647279 -0.07 0.02 -0.01 -0.017
O 3.411981 -2.796200 1.523036 -0.08 0.14 -0.33 -0.193
H 1.067268 -0.166188 1.593856 0.60 0.55 0.13 -0.014
H 1.119038 -1.739818 2.463593 -0.01 -0.05 -0.31 -0.016
O 1.245860 -1.503601 1.533804 -0.51 -0.06 0.11 -0.316
```
Positions in Å, forces in eV/Å.

=====

Record 4
This record from OMol25 describes 3 unconnected molecules or ions with the total composition C4H14NO3. The level of theory is the ωB97M-V functional and the def2-TZVPD basis.

E = -441.20876 Ha
Charge = -1
HOMO level = -3.716 eV
Strongest force on any atom = 6.6 eV Å⁻¹
Gap between HOMO and LUMO = 7.69 eV
LUMO = 3.976 eV

```
22
Properties=species:S:1:pos:R:3:forces:R:3:lowdin_charge:R:1
C 1.433375 -1.567386 -1.447278 1.50 -1.19 0.97 -0.174
N 1.011480 -1.229480 -0.089084 -0.49 1.83 -0.09 -0.120
C -1.249095 -1.471848 -0.003284 -1.85 0.00 0.67 -0.120
C -0.238089 -0.337629 0.112427 1.20 -2.87 2.37 -0.388
C -0.594973 0.886718 -0.680047 -1.61 0.47 1.53 -0.373
O -0.160211 2.039138 -0.013061 -1.72 -0.66 -0.79 -0.358
H 2.071289 -0.855679 -1.970586 0.90 0.28 0.46 0.046
H 2.008535 -2.603037 -1.295840 -1.27 2.00 -1.16 0.102
H 0.647229 -1.550181 -2.213846 -0.52 -0.93 0.78 0.058
H 1.707837 -0.888205 0.578342 0.30 -0.10 -1.18 0.088
H -2.276739 -1.247412 0.387014 0.48 0.41 -1.04 0.075
H -1.017810 -2.322947 0.632084 0.67 -0.07 -0.09 0.055
H -1.220694 -1.819975 -1.059056 -0.53 0.16 0.61 0.070
H -0.072807 0.025046 1.196690 -0.78 -0.80 -1.50 0.142
H -1.788972 0.714914 -0.800900 2.12 1.00 0.02 0.134
H -0.152871 0.786160 -1.632041 0.45 0.04 -1.80 0.073
H 2.115853 2.755580 0.772855 -1.13 -3.84 0.94 0.077
H 0.984342 1.490409 0.968730 1.80 2.10 -0.86 -0.001
O 1.999143 1.747272 1.082284 0.48 2.20 0.07 -0.245
H -1.826529 1.707016 2.608229 1.98 0.51 5.72 -0.078
H -1.358237 2.059907 1.106950 0.73 -0.21 0.34 0.003
O -2.022061 1.681619 1.759427 -2.70 -0.34 -5.96 -0.065
```
Positions in Å, forces in eV/Å.

=====

Record 5
This record from OMol25 describes 3 unconnected molecules or ions with the total composition C4H14NO3. The level of theory is the ωB97M-V functional and the def2-TZVPD basis.

E = -441.24555 Ha
Charge = -1
HOMO level = -3.498 eV
Strongest force on any atom = 6.1 eV Å⁻¹
Gap between HOMO and LUMO = 7.50 eV
LUMO = 4.000 eV

```
22
Properties=species:S:1:pos:R:3:forces:R:3:lowdin_charge:R:1
C -0.640381 -1.503366 -0.084661 -0.52 0.38 -0.34 -0.317
N -0.195241 -1.669606 1.296375 -0.22 1.36 0.57 -0.072
C -0.320373 -0.224110 1.940824 5.52 -2.38 1.24 -0.387
O 0.679549 0.524758 1.369875 -1.49 1.24 -0.49 -0.346
C 0.311236 -1.377213 -1.247920 1.02 -0.04 -2.11 -0.245
C 1.472064 -0.277392 -1.354947 -1.66 -3.04 0.55 -0.080
H -1.297588 -0.621239 -0.156296 -0.12 -0.49 0.32 0.085
H -1.182862 -2.397503 -0.380993 -0.73 -0.11 0.12 0.082
H 0.818160 -1.888214 1.293022 -0.81 0.49 0.16 0.083
H 0.146322 -0.342423 3.033952 -2.09 -0.27 -1.27 0.103
H -1.360043 0.040028 1.877206 -0.59 0.42 -0.05 0.076
H 0.613967 -2.417076 -1.536518 0.87 0.62 0.69 0.089
H -0.264699 -1.216765 -2.165923 -0.74 0.28 0.23 0.083
H 1.636201 -0.032893 -0.340141 0.57 1.00 0.90 0.017
H 1.224161 0.517323 -2.013814 -0.33 0.83 -0.27 0.048
H 2.258625 -0.862627 -1.757872 1.32 -0.07 -0.49 0.033
H -1.040360 1.620170 -0.617185 1.06 0.76 0.68 -0.023
H -2.381651 2.405595 -0.289653 0.84 0.18 0.27 0.026
O -1.973348 1.669746 -0.743440 -2.08 -0.94 -1.09 -0.068
H 0.341303 1.908997 0.827185 -0.34 0.16 0.31 -0.005
H 1.025552 3.246716 0.543236 -0.10 0.24 -0.09 0.003
O 0.129407 2.897094 0.507689 0.63 -0.60 0.15 -0.187
```
Positions in Å, forces in eV/Å.

=====

Record 6
This record from OMol25 describes a molecular structure, C4H14NO3. The level of theory is the ωB97M-V functional and the def2-TZVPD basis.

E = -441.14017 Ha
Charge = 0
HOMO level (alpha / beta) = -9.807 / -9.667 eV
Strongest force on any atom = 2.6 eV Å⁻¹
2S+1 = 2
Gap between HOMO and LUMO (alpha / beta) = 10.50 / 6.04 eV
LUMO (alpha / beta) = 0.688 / -3.628 eV

```
22
Properties=species:S:1:pos:R:3:forces:R:3:mulliken_spin:R:1
C 0.973682 0.094751 1.214127 1.09 -0.45 0.43 -0.028
N 0.632853 -1.346198 1.153589 -1.28 0.66 -1.82 0.541
C 0.509069 -2.048685 -0.169014 1.44 -0.61 -1.53 -0.056
O -0.582671 -1.625800 -0.862889 -0.41 -0.04 1.24 0.460
C -0.199361 0.971380 1.616928 -1.57 -1.19 1.28 0.014
C -1.455402 0.652050 0.804105 -0.24 0.40 -0.41 0.002
H 1.527161 0.438757 0.307654 -0.61 -0.50 0.56 0.006
H 1.682579 0.039681 2.063549 0.12 0.59 -0.35 0.048
H -0.234383 -1.517547 1.649399 -0.04 -0.09 0.52 -0.023
H 0.491580 -3.148604 -0.037066 0.14 0.63 0.38 0.000
H 1.342159 -1.712566 -0.808290 0.57 -0.54 0.79 0.000
H -0.519539 0.645421 2.654162 0.69 0.39 -0.69 0.000
H -0.004246 2.035448 1.736450 0.42 -0.11 -0.57 -0.001
H -1.333622 0.589259 -0.275892 0.34 0.05 0.08 0.002
H -2.198054 1.418863 0.953380 -0.29 0.35 0.23 0.001
H -1.908565 -0.282737 1.134602 0.01 -0.02 -0.06 -0.001
H 1.230179 2.397951 -1.725275 -0.07 0.46 -0.01 0.000
H 0.190300 1.360554 -1.954334 -0.38 0.66 -0.27 -0.001
O 0.268227 2.330799 -1.694610 0.49 -0.83 0.24 0.002
H -0.133797 -0.958790 -1.755352 -0.10 2.06 -1.59 -0.011
H -0.484354 -0.227379 -3.331940 0.05 0.12 -0.08 -0.002
O 0.206197 -0.106611 -2.673276 -0.35 -1.98 1.65 0.046
```
Positions in Å, forces in eV/Å.

=====

So what do the calculations give for relative energy (zero: lowest compared OMol25 entry of this formula, charge and spin)? Going down the list: 13.5; 17.2; 10.5; 69.1; 46.0; 56.9 kcal per mole.